Entry 1:
Molecular formula: CH3ClI2Si
Method: DFT, ωB97M-V/def2-TZVPD

Computed properties:
**Orbital gap (spin up / spin down)**: 6.339 / 8.070 eV
**2S+1**: 1
**Energy relative to the best compared isomer or geometry (same formula, charge and spin)**: 124.70 kcal/mol

The geometry in XYZ format:
```
8
Properties=species:S:1:pos:R:3:forces:R:3:lowdin_charge:R:1
C -0.477 0.756 1.566 -0.034 -0.876 0.570 -0.51
Si 2.019 -0.595 -0.508 0.634 0.049 2.636 -0.19
Cl -0.502 -0.241 3.000 0.191 1.083 -0.722 0.43
I 2.038 -2.168 1.565 0.203 0.678 -1.001 0.19
I 4.339 0.166 -0.823 -0.390 0.028 -0.040 0.27
H -1.268 0.362 0.897 0.943 1.088 0.078 0.01
H 0.233 1.624 1.521 -1.146 -1.110 -0.059 0.02
H 1.765 -1.628 -1.422 -0.400 -0.940 -1.464 -0.22
```
Forces are in eV/Å.

***

Entry 2:
Molecular formula: C48H66N10O3P3S2Sr
Method: DFT, ωB97M-V/def2-TZVPD

Computed properties:
**Orbital gap**: 5.908 eV
**2S+1**: 1
**Energy relative to the best compared isomer or geometry (same formula, charge and spin)**: 0.00 kcal/mol
**Total charge**: -1

The geometry in XYZ format:
```
133
Properties=species:S:1:pos:R:3:forces:R:3:lowdin_charge:R:1
Sr 0.016 0.289 -0.173 0.617 0.585 -0.406 1.11
S -1.751 1.527 -2.599 0.011 -0.114 0.019 0.52
C -0.620 0.673 -3.581 -0.010 0.002 -0.044 -0.83
C -0.684 0.720 -4.996 -0.005 0.000 0.022 -0.13
C 0.234 0.036 -5.753 0.013 -0.011 -0.001 -0.11
C 1.229 -0.709 -5.117 -0.006 0.005 0.005 -0.10
C 1.230 -0.710 -3.738 -0.022 0.022 -0.027 -0.20
N 0.354 -0.047 -2.983 -0.035 -0.132 0.098 -0.05
H -1.471 1.306 -5.451 0.000 0.001 0.000 0.08
H 0.183 0.075 -6.836 0.002 0.002 0.002 0.09
H 1.975 -1.265 -5.670 -0.004 -0.001 0.002 0.08
H 1.978 -1.278 -3.198 0.012 -0.012 0.001 0.08
C 2.997 -2.437 -0.565 0.053 0.008 0.022 -0.19
N 2.193 -1.604 0.325 -0.210 -0.138 -0.061 0.00
C 2.180 -1.980 1.554 0.051 0.008 0.033 -0.15
C 1.452 -1.314 2.586 -0.048 -0.018 -0.034 -0.37
C 1.390 -1.635 3.951 -0.018 -0.018 0.002 -0.10
C 0.547 -0.679 4.525 -0.013 -0.012 0.002 -0.14
C 0.149 0.162 3.471 0.008 -0.019 0.004 -0.21
N 0.691 -0.214 2.305 -0.098 -0.055 0.097 -0.05
C 4.477 -2.433 -0.247 -0.003 -0.010 0.000 -0.20
C 5.132 -1.247 0.079 0.006 -0.009 0.002 -0.03
C 6.490 -1.245 0.353 0.006 0.019 -0.001 -0.08
C 7.220 -2.428 0.313 -0.005 -0.009 0.007 -0.11
C 6.576 -3.614 -0.002 -0.002 -0.001 -0.001 -0.10
C 5.214 -3.612 -0.276 0.005 0.005 -0.005 -0.05
H 2.848 -2.081 -1.585 0.028 0.004 0.000 0.09
H 2.640 -3.475 -0.554 -0.006 0.109 -0.002 0.08
H 2.762 -2.859 1.872 0.017 0.035 0.012 0.13
H 1.907 -2.447 4.445 0.005 0.000 0.000 0.08
H 0.263 -0.591 5.564 0.002 0.003 -0.001 0.07
H -0.505 1.024 3.510 0.002 0.003 0.000 0.08
H 4.561 -0.327 0.112 -0.011 0.015 -0.019 0.07
H 6.983 -0.314 0.603 -0.002 -0.004 -0.004 0.10
H 8.280 -2.424 0.533 -0.003 0.001 0.001 0.09
H 7.131 -4.545 -0.026 0.000 0.001 -0.001 0.09
H 4.712 -4.544 -0.514 0.029 0.017 0.004 0.09
C -3.006 -2.195 2.608 0.003 0.002 0.004 -0.07
N -2.949 -3.185 1.530 -0.092 0.008 -0.015 -0.28
C -3.205 -4.548 1.944 0.021 -0.003 0.011 -0.11
P -2.336 -2.744 0.082 0.104 -0.053 0.104 0.49
O -1.570 -1.497 0.131 -0.185 -0.046 -0.086 -0.39
O -1.397 -4.040 -0.222 -0.050 -0.076 0.001 -0.27
P -0.418 -4.429 -1.428 -0.003 0.051 0.064 0.45
O -0.028 -3.356 -2.344 -0.012 0.040 -0.021 -0.23
N -1.251 -5.609 -2.248 0.103 -0.023 -0.010 -0.30
C -1.274 -5.637 -3.699 -0.006 0.007 0.021 -0.11
C -1.555 -6.864 -1.593 -0.030 0.010 0.016 -0.11
N 0.785 -5.146 -0.557 -0.070 -0.147 -0.063 -0.30
C 1.784 -5.874 -1.317 -0.026 -0.043 0.012 -0.10
C 0.879 -5.272 0.884 0.009 0.041 0.020 -0.09
N -3.496 -2.711 -1.082 0.064 -0.048 0.021 -0.28
C -3.160 -2.050 -2.351 -0.050 0.036 -0.031 -0.08
C -4.388 -3.850 -1.218 0.006 0.012 -0.008 -0.10
H -2.291 -2.458 3.392 0.012 0.015 -0.001 0.09
H -4.013 -2.156 3.027 -0.011 -0.004 0.004 0.08
H -2.746 -1.208 2.233 -0.002 0.009 -0.006 0.07
H -4.240 -4.662 2.283 0.004 0.005 0.005 0.08
H -2.545 -4.823 2.774 0.008 -0.007 -0.005 0.09
H -3.030 -5.245 1.127 -0.009 -0.001 -0.001 0.06
H -1.021 -4.652 -4.083 0.001 -0.002 0.007 0.07
H -2.272 -5.914 -4.050 -0.002 0.006 -0.006 0.08
H -0.558 -6.366 -4.100 -0.009 -0.006 0.001 0.08
H -1.608 -6.725 -0.513 0.013 -0.001 -0.006 0.07
H -0.803 -7.635 -1.805 -0.004 0.001 -0.006 0.08
H -2.526 -7.237 -1.932 -0.005 0.004 0.004 0.08
H 1.681 -6.958 -1.191 -0.001 0.004 0.001 0.08
H 2.788 -5.585 -0.993 -0.028 -0.031 -0.018 0.06
H 1.702 -5.633 -2.377 0.003 -0.005 -0.005 0.09
H 0.579 -6.270 1.227 0.007 0.001 -0.009 0.08
H 0.264 -4.524 1.376 0.005 0.001 0.013 0.08
H 1.915 -5.103 1.191 0.000 0.001 0.002 0.08
H -2.617 -1.123 -2.168 0.022 -0.017 -0.002 0.03
H -4.093 -1.795 -2.856 -0.016 0.006 0.009 0.09
H -2.564 -2.694 -3.005 0.009 0.011 0.010 0.08
H -4.720 -4.193 -0.239 0.001 -0.002 0.006 0.07
H -3.915 -4.687 -1.751 -0.001 -0.002 0.005 0.08
H -5.269 -3.540 -1.782 -0.001 0.002 0.002 0.08
N -0.546 2.451 0.812 0.044 0.012 0.123 -0.42
P -1.879 3.115 1.108 -0.038 0.011 0.035 0.63
C -3.332 2.033 1.477 0.015 -0.002 -0.006 -0.27
C -3.821 1.237 0.437 -0.003 0.000 -0.010 -0.10
C -4.874 0.360 0.649 0.008 -0.002 0.012 -0.09
C -5.453 0.258 1.908 0.008 -0.020 0.009 -0.12
C -4.955 1.018 2.956 -0.007 0.004 -0.002 -0.10
C -3.899 1.897 2.741 -0.013 0.027 -0.002 -0.08
C -2.585 4.215 -0.191 0.045 0.018 -0.039 -0.29
C -3.935 4.510 -0.355 0.012 0.034 0.015 -0.10
C -4.354 5.362 -1.370 -0.018 -0.006 0.025 -0.10
C -3.423 5.925 -2.231 0.021 0.003 -0.004 -0.11
C -2.075 5.627 -2.081 -0.028 0.017 -0.014 -0.09
C -1.662 4.773 -1.071 0.011 -0.053 -0.032 -0.11
C -1.870 4.256 2.563 -0.026 -0.022 0.018 -0.28
C -2.889 5.148 2.887 0.003 0.011 -0.007 -0.09
C -2.782 5.966 4.003 0.004 0.002 0.003 -0.10
C -1.650 5.901 4.806 -0.003 0.004 0.005 -0.11
C -0.627 5.018 4.488 0.007 -0.001 0.001 -0.09
C -0.739 4.201 3.370 -0.024 0.001 0.018 -0.09
H -3.369 1.305 -0.548 -0.013 -0.003 0.013 0.03
H -5.236 -0.249 -0.171 0.000 0.003 0.004 0.10
H -6.282 -0.421 2.074 0.002 0.000 0.001 0.09
H -5.389 0.931 3.946 -0.003 0.002 0.000 0.09
H -3.522 2.490 3.566 0.000 -0.003 0.000 0.10
H -4.671 4.063 0.303 -0.016 -0.030 -0.002 0.10
H -5.409 5.574 -1.496 -0.001 0.002 0.001 0.09
H -3.750 6.580 -3.030 -0.001 0.001 0.001 0.09
H -1.349 6.040 -2.771 0.000 -0.004 -0.002 0.10
H -0.622 4.481 -0.972 -0.003 -0.006 0.015 0.09
H -3.771 5.209 2.259 0.015 0.008 0.022 0.10
H -3.580 6.658 4.246 0.001 0.001 -0.001 0.09
H -1.566 6.540 5.677 0.001 -0.001 0.000 0.09
H 0.256 4.963 5.113 0.001 0.001 0.001 0.10
H 0.041 3.498 3.092 0.012 0.001 -0.009 0.08
C 2.928 4.733 0.778 -0.010 0.044 0.051 -0.05
N 3.217 3.345 0.449 0.040 -0.065 0.019 -0.20
C 2.761 2.394 1.461 -0.018 -0.095 0.012 -0.10
C 3.391 2.941 -0.829 -0.313 0.202 0.072 -0.76
S 2.839 1.471 -1.385 0.150 -0.159 -0.204 0.72
N 4.004 3.856 -1.663 0.043 -0.104 0.054 -0.23
C 3.994 3.614 -3.094 -0.007 -0.015 0.005 -0.12
C 5.213 4.526 -1.210 -0.025 0.009 -0.008 -0.07
H 1.918 4.789 1.194 -0.018 -0.019 -0.031 0.09
H 2.976 5.352 -0.113 -0.021 -0.003 0.009 0.08
H 3.629 5.120 1.524 0.018 -0.008 -0.014 0.09
H 3.042 2.795 2.438 -0.032 -0.015 0.013 0.09
H 3.251 1.433 1.318 -0.018 0.028 0.013 0.06
H 1.674 2.249 1.422 0.060 0.141 0.019 0.02
H 3.003 3.304 -3.414 -0.004 0.003 0.007 0.07
H 4.703 2.829 -3.379 0.001 0.004 -0.009 0.08
H 4.267 4.544 -3.596 0.001 -0.001 0.005 0.08
H 5.290 4.490 -0.129 -0.007 -0.002 0.016 0.08
H 5.218 5.571 -1.530 -0.002 0.003 0.007 0.09
H 6.096 4.033 -1.634 0.000 0.006 0.002 0.09
```
Forces are in eV/Å.

***

Entry 3:
Molecular formula: C4H8O5
Method: DFT, ωB97M-V/def2-TZVPD

Computed properties:
**Orbital gap**: 8.132 eV
**2S+1**: 1
**Energy relative to the best compared isomer or geometry (same formula, charge and spin)**: 97.32 kcal/mol

The geometry in XYZ format:
```
17
Properties=species:S:1:pos:R:3:forces:R:3:lowdin_charge:R:1
C -0.369 0.633 -0.479 3.418 0.459 -3.493 -0.53
C -0.872 -1.025 1.482 0.644 -1.111 -1.430 -0.13
C -0.185 -0.769 -0.280 -3.244 -2.067 5.979 0.00
C 1.264 0.332 -1.751 -0.824 2.940 0.144 -0.40
O -1.344 0.968 -1.335 -0.385 -0.145 -0.077 0.11
O -0.019 1.601 0.366 -0.100 -0.053 0.688 0.10
O 2.455 0.083 -1.151 -0.119 -0.604 0.148 0.05
O -0.596 0.054 2.378 0.138 0.475 -0.477 -0.12
O 1.193 0.748 -2.876 0.029 -0.648 -0.082 0.06
H -1.312 1.920 -1.511 0.082 -0.152 0.148 0.14
H -0.227 1.315 1.291 0.315 -0.041 -0.326 0.10
H 3.167 0.144 -1.817 -0.307 0.097 0.040 0.12
H -0.834 -0.147 3.290 -0.044 -0.173 -0.231 0.10
H -1.929 -1.306 1.529 0.063 0.214 -0.299 0.09
H -0.265 -1.881 1.790 -0.193 -0.095 0.014 0.08
H -0.854 -1.374 -0.877 0.012 0.089 -0.292 0.12
H 0.728 -1.293 -0.047 0.515 0.815 -0.454 0.10
```
Forces are in eV/Å.

***

| no. | strongest force on any atom (Eh/bohr) |
| --- | --- |
| 1 | 0.0527 |
| 2 | 0.0183 |
| 3 | 0.1383 |